A cluster of 8 separate species, C62H70F18N11O4P2S2 in total. Source: the Open Molecules 2025 dataset; level of theory: ωB97M-V/def2-TZVPD.

Summary:
Maximum force (eV Å⁻¹): 4.4
Charge: +7
E_HOMO (eV): -17.030
HOMO-LUMO gap (hartree): 0.1745
Energy (hartree): -6582.3550
Molecular weight (g/mol): 1501.4

Last column: Mulliken charge in e.
Geometry (Å):
C -2.1107 13.1674 5.5526  -0.9905
N -2.2485 11.8174 4.9869  0.0267
C -1.2383 10.9350 5.0237  -0.2187
C -1.4418 9.6136 4.5820  -0.8143
C -2.7070 9.2273 4.0544  1.0066
C -3.7156 10.1851 4.0167  -0.8140
C -3.4604 11.5007 4.4605  -0.2680
C -2.8575 7.7329 3.7226  1.2041
C -2.0504 6.7685 4.3254  -0.6495
C -2.1431 5.4677 3.8680  -0.0432
N -3.0063 5.1213 2.9491  0.1008
C -3.9879 5.9939 2.4902  -0.3769
C -3.8954 7.2774 2.9152  -0.5912
C -2.8569 3.6337 2.3742  -0.7694
H -3.0575 13.4616 6.0452  0.4114
H -1.7022 13.8437 4.7367  0.3364
H -1.3631 13.1827 6.3375  0.3768
H -0.2902 11.3826 5.4331  0.3842
H -0.5887 8.9778 4.6735  0.4145
H -4.6607 10.0581 3.6238  0.4502
H -4.1060 12.3551 4.4020  0.5057
H -1.2798 6.9199 5.1612  0.3345
H -1.3929 4.6671 4.0906  0.3029
H -4.7445 5.7198 1.7846  0.4498
H -4.5842 8.0284 2.4845  0.2748
H -2.1700 3.0603 2.9720  0.3863
H -2.4751 3.7839 1.3462  0.2890
H -3.8647 3.1338 2.3836  0.3018
C 4.6451 7.7988 -11.2563  -0.8397
N 5.3602 7.1996 -10.1006  0.0425
C 5.8694 8.0269 -9.1651  -0.2975
C 6.8554 7.6117 -8.2801  -0.6888
C 7.3668 6.3556 -8.3075  0.7532
C 6.7053 5.5112 -9.2854  -0.8457
C 5.6882 5.9417 -10.0639  -0.1066
C 8.5438 5.8879 -7.4142  0.7883
C 8.5437 4.5983 -6.9405  -0.7641
C 9.5163 4.2287 -5.9908  -0.2575
N 10.4071 5.1337 -5.5265  0.0569
C 10.4716 6.3563 -6.0431  -0.1522
C 9.5494 6.7052 -7.0471  -0.6048
C 11.2312 4.6892 -4.3857  -0.8486
H 5.3402 8.4631 -11.7768  0.3926
H 3.7945 8.4199 -10.9077  0.3283
H 4.3151 7.0683 -11.9770  0.3242
H 5.5867 9.0934 -9.1881  0.4377
H 7.1722 8.3436 -7.6099  0.5527
H 7.0899 4.5778 -9.5065  0.5329
H 5.3141 5.2206 -10.8168  0.3437
H 7.7553 3.9167 -7.1115  0.4755
H 9.5352 3.2361 -5.5662  0.4046
H 11.2312 7.0458 -5.6025  0.4350
H 9.6507 7.7242 -7.4249  0.5001
H 12.2241 4.4259 -4.6371  0.3307
H 10.6501 3.9122 -3.9415  0.3070
H 11.3580 5.5664 -3.7298  0.3998
C -2.4031 -5.5856 0.3915  -1.3993
N -1.9215 -6.2290 -0.8768  0.2416
C -2.5363 -7.2760 -1.4584  -0.0227
C -2.0813 -8.0458 -2.4735  -0.7880
C -0.8363 -7.7289 -2.9520  0.9213
C -0.2429 -6.4820 -2.5097  -0.8643
C -0.7550 -5.8313 -1.4178  -0.0948
C -0.1440 -8.4534 -4.0467  0.7561
C 0.6032 -7.8230 -5.0793  -0.4625
C 1.1498 -8.6135 -6.0417  -0.4886
N 1.0543 -9.9377 -6.0685  0.0386
C 0.3657 -10.5089 -5.0893  -0.3405
C -0.2438 -9.8201 -4.0780  -0.8247
C 1.6982 -10.7578 -7.0957  -0.8676
H -3.4137 -5.8624 0.5603  0.3487
H -2.3918 -4.4925 0.3523  0.3817
H -1.9103 -5.8548 1.3136  0.6287
H -3.5222 -7.4429 -1.0138  0.4037
H -2.6008 -8.9864 -2.7452  0.4494
H 0.7034 -6.0624 -2.8372  0.4099
H -0.3038 -4.8983 -1.0015  0.4531
H 0.6720 -6.7650 -5.0590  0.5453
H 1.7699 -8.1117 -6.7054  0.4423
H 0.2973 -11.5471 -5.1530  0.4776
H -0.6970 -10.3589 -3.2837  0.5487
H 1.8815 -11.7155 -6.6532  0.3539
H 2.6172 -10.2751 -7.3420  0.3704
H 1.0186 -10.7617 -7.9595  0.3271
C -2.6187 7.9518 -4.8319  -0.8643
N -2.4897 6.5774 -5.3325  0.0988
C -1.3383 6.1622 -5.8957  -0.3245
C -1.0967 4.8272 -6.2373  -0.4028
C -2.1459 3.9358 -6.1423  0.6375
C -3.3565 4.4179 -5.6391  -0.5900
C -3.4819 5.6946 -5.1980  -0.1381
C -2.0987 2.4906 -6.6940  0.2767
C -1.8070 1.4057 -5.8820  -0.6446
C -1.7864 0.1699 -6.4727  -0.3787
N -2.1098 0.0590 -7.7690  0.1198
C -2.3797 1.1061 -8.5606  -0.3932
C -2.4435 2.3827 -8.0359  -0.4698
C -2.1534 -1.3634 -8.2660  -0.9521
H -3.6804 8.0382 -4.6141  0.2826
H -2.3089 8.6515 -5.6464  0.4293
H -1.9833 8.1382 -3.9693  0.3252
H -0.5079 6.8426 -5.9623  0.4539
H -0.1673 4.4379 -6.7217  0.4133
H -4.1226 3.6855 -5.5148  0.5178
H -4.3610 5.9866 -4.6412  0.3582
H -1.5071 1.5321 -4.8247  0.5480
H -1.5222 -0.7305 -5.9425  0.5969
H -2.4867 0.9389 -9.6359  0.4124
H -2.6937 3.2141 -8.7085  0.5014
H -2.7646 -1.3818 -9.1447  0.3934
H -2.5250 -1.9901 -7.4672  0.3930
H -1.1648 -1.6678 -8.6319  0.3111
C -3.9211 -9.7149 16.0676  -0.7809
N -2.9089 -9.1482 15.0566  -0.0143
C -1.6515 -8.8872 15.3350  -0.0941
C -0.7655 -8.3187 14.4012  -0.8227
C -1.2165 -8.0227 13.1025  0.9606
C -2.5361 -8.3729 12.8586  -0.5977
C -3.3237 -8.8909 13.8079  -0.4003
C -0.3335 -7.4186 12.1045  1.1013
C 1.0363 -7.6673 12.0241  -0.6764
C 1.8596 -7.1752 11.0548  -0.1175
N 1.3626 -6.4107 10.1392  0.0744
C -0.0018 -6.1318 10.1213  -0.3506
C -0.8603 -6.6161 11.1306  -0.9431
C 2.2529 -5.9105 9.0469  -0.6693
H -3.4184 -9.7072 16.9807  0.2774
H -4.2948 -10.7115 15.8027  0.3308
H -4.7338 -8.9853 16.0554  0.3972
H -1.3383 -9.1221 16.3661  0.3812
H 0.2336 -8.1068 14.7573  0.4024
H -2.9709 -8.1983 11.8742  0.4915
H -4.3321 -9.0689 13.5154  0.4564
H 1.5968 -8.2927 12.8553  0.2323
H 2.9046 -7.4277 10.9936  0.3931
H -0.4039 -5.4228 9.3862  0.4633
H -1.8470 -6.2802 11.1472  0.6016
H 2.0984 -6.5593 8.1441  0.2078
H 3.2571 -6.0706 9.4338  0.3512
H 2.0299 -4.8660 8.8799  0.3201
P -2.9979 4.7603 -1.3157  1.2923
F -3.5043 5.6061 0.0389  -0.3559
F -1.6658 4.2287 -0.4394  -0.4609
F -3.9017 3.5638 -0.8407  -0.3533
F -2.3933 3.9589 -2.5959  -0.3587
F -4.2054 5.3224 -2.1813  -0.3476
F -2.1363 6.0978 -1.6760  -0.3945
P -1.1215 -3.3632 -4.2343  1.3719
F 0.4411 -3.4095 -4.0416  -0.3643
F -0.9281 -3.0737 -5.7951  -0.3519
F -1.0460 -5.0038 -4.6554  -0.3564
F -2.6478 -3.3692 -4.3497  -0.4082
F -1.2071 -3.6764 -2.6271  -0.3992
F -1.1293 -1.8021 -3.8810  -0.3979
C -2.7301 -2.6400 3.5243  0.6598
F -1.7574 -2.5655 2.6609  -0.2231
F -2.7613 -1.5697 4.2770  -0.2329
F -3.8775 -2.7194 2.8039  -0.2348
S -2.5868 -4.1656 4.5273  1.0766
O -3.8447 -4.3351 5.1240  -0.5777
O -2.2322 -5.1882 3.5698  -0.5926
N -1.3073 -3.8317 5.3530  -0.4205
S -0.9032 -4.9911 6.3398  0.9559
O -0.0832 -4.4536 7.4243  -0.6926
O -1.9928 -5.9237 6.7231  -0.6805
C 0.3100 -6.0921 5.4476  0.7035
F -0.1154 -6.8282 4.3557  -0.2157
F 1.4214 -5.3644 5.2253  -0.2475
F 0.6334 -7.0276 6.3082  -0.2461